No. 1
Molecular formula: C20H24F2N2O3
Method: DFT, the ωB97M-V functional and the def2-TZVPD basis

Geometry as ORCA input:
```
! RIJCOSX wB97M-V def2-TZVPD def2/J DEFGRID3
* xyz 0 1
C -4.915 -1.362 0.404
N -3.833 -0.422 0.591
C -2.573 -0.958 1.060
C -1.715 -1.493 -0.100
C -0.220 -1.346 0.175
C 0.624 -2.051 -0.893
C 2.061 -1.529 -0.927
C 2.725 -2.206 0.271
C 2.048 -3.584 0.371
C 0.829 -3.534 -0.568
C -3.977 0.837 0.135
O -4.984 1.255 -0.406
C -2.810 1.752 0.325
C -2.090 2.424 -0.697
C -1.210 3.210 -0.010
C -0.152 4.174 -0.448
O 0.872 3.575 -1.216
C 1.814 2.811 -0.601
C 2.884 2.410 -1.405
C 3.908 1.648 -0.887
C 3.878 1.265 0.445
F 4.877 0.521 0.949
C 2.812 1.651 1.243
F 2.759 1.277 2.531
C 1.781 2.423 0.734
O -1.393 3.026 1.309
N -2.383 2.129 1.503
H -4.622 -2.154 -0.288
H -5.191 -1.805 1.362
H -5.766 -0.821 -0.005
H -2.790 -1.755 1.774
H -2.034 -0.175 1.593
H -1.953 -2.541 -0.289
H -1.962 -0.932 -1.005
H 0.031 -0.282 0.195
H 0.013 -1.760 1.157
H 0.139 -1.917 -1.865
H 2.542 -1.853 -1.851
H 2.111 -0.442 -0.881
H 2.540 -1.626 1.175
H 3.803 -2.287 0.146
H 1.744 -3.791 1.397
H 2.730 -4.378 0.068
H 1.042 -4.081 -1.488
H -0.054 -3.981 -0.113
H -2.216 2.332 -1.754
H -0.594 4.918 -1.118
H 0.259 4.679 0.435
H 2.890 2.716 -2.438
H 4.738 1.339 -1.501
H 0.982 2.695 1.405
*
```

Computed properties:
Largest force on an atom   1.22 eV/Å
Frontier orbital gap   9.6 eV
SMILES   CN(CCCC1CCCC1)C(=O)c1cc(COc2ccc(F)c(F)c2)on1
Energy above the lowest of the compared OMol25 structures with the same formula, charge and spin   0.0 kJ/mol

Atomic partial charges in e from the Mulliken method, atoms 1 to 6: C -1.115; N 0.116; C -1.469; C -0.186; C -0.592; C 0.422

No. 2
Molecular formula: C23H23Br45IN3O2
Method: DFT, the ωB97M-V functional and the def2-TZVPD basis

Geometry as ORCA input:
```
! RIJCOSX wB97M-V def2-TZVPD def2/J DEFGRID3
* xyz 0 1
C -0.952 0.642 5.059
C -1.558 1.777 4.110
O -1.907 2.851 4.690
N -1.804 1.709 2.666
C -2.706 0.636 2.229
C -2.554 -0.926 2.477
O -3.709 0.994 1.537
C -0.643 1.954 1.796
C -0.396 0.826 0.662
N -0.160 0.023 -0.189
C 0.773 2.183 2.502
I 2.056 3.099 0.940
C 1.541 0.811 2.870
N 1.984 -0.273 3.118
H -0.246 1.155 5.815
H -0.407 -0.197 4.509
H -1.824 0.223 5.686
H -2.093 -1.222 3.476
H -2.027 -1.451 1.601
H -3.626 -1.353 2.482
H -0.866 2.916 1.194
H 0.790 2.942 3.350
C 6.655 1.923 0.798
Br 7.364 0.666 -0.499
Br 6.192 3.621 -0.019
Br 5.164 1.176 1.786
H 7.449 2.120 1.517
C -2.086 6.045 -0.568
Br -2.399 4.425 0.456
Br -0.195 6.452 -0.712
Br -2.945 5.980 -2.307
H -2.547 6.863 -0.016
C 6.127 -3.360 -0.277
Br 6.882 -4.868 0.682
Br 5.464 -3.876 -2.027
Br 4.775 -2.442 0.768
H 6.936 -2.650 -0.442
C 8.911 -8.411 1.845
Br 8.655 -8.725 -0.052
Br 10.292 -7.091 2.181
Br 7.247 -7.953 2.729
H 9.255 -9.349 2.280
C -4.504 -4.697 0.835
Br -4.549 -4.180 2.705
Br -2.944 -3.992 -0.082
Br -4.654 -6.618 0.619
H -5.379 -4.253 0.361
C -2.313 0.439 -3.515
Br -2.437 -1.073 -2.305
Br -3.698 0.366 -4.872
Br -2.301 2.143 -2.582
H -1.356 0.357 -4.030
C -0.727 4.705 -5.297
Br -2.358 3.788 -5.807
Br 0.083 3.923 -3.717
Br 0.529 4.811 -6.771
H -1.003 5.727 -5.040
C -3.965 -7.321 5.137
Br -5.544 -8.306 5.683
Br -3.049 -6.529 6.653
Br -2.772 -8.409 4.063
H -4.303 -6.501 4.505
C -7.207 -2.524 -2.030
Br -8.791 -3.501 -1.482
Br -6.287 -1.735 -0.517
Br -6.019 -3.620 -3.102
H -7.542 -1.703 -2.663
C 2.265 -2.586 -4.401
Br 2.026 -2.874 -6.304
Br 3.649 -1.274 -4.042
Br 0.596 -2.133 -3.523
H 2.601 -3.530 -3.975
C -6.881 4.894 0.044
Br -8.467 3.959 0.655
Br -5.934 5.743 1.509
Br -5.719 3.740 -0.993
H -7.216 5.689 -0.621
C 11.088 -7.631 -3.220
Br 12.502 -7.499 -4.542
Br 11.543 -6.699 -1.582
Br 9.380 -7.047 -3.930
H 10.985 -8.685 -2.968
C -6.817 2.616 -5.222
Br -6.932 1.128 -3.983
Br -8.205 2.534 -6.575
Br -6.805 4.323 -4.304
H -5.863 2.526 -5.739
C -2.092 5.972 6.293
Br -0.676 6.071 4.972
Br -1.631 6.927 7.917
Br -3.794 6.559 5.570
H -2.205 4.922 6.561
C 5.727 6.329 -3.085
Br 4.148 5.385 -2.470
Br 6.675 7.177 -1.620
Br 6.891 5.181 -4.128
H 5.386 7.123 -3.746
*
```

Computed properties:
Largest force on an atom   5.23 eV/Å
Frontier orbital gap   8.7 eV
Energy above the lowest of the compared OMol25 structures with the same formula, charge and spin   0.0 kJ/mol

Atomic partial charges in e from the Mulliken method, atoms 1 to 6: C -1.000; C 0.253; O -0.502; N 0.805; C 0.055; C -0.367

No. 3
Molecular formula: C35H85F3N5O6P
Method: DFT, the ωB97M-V functional and the def2-TZVPD basis

Geometry as ORCA input:
```
! RIJCOSX wB97M-V def2-TZVPD def2/J DEFGRID3
* xyz 0 1
C -4.386 -4.256 -0.769
C -3.206 -4.414 -1.731
C -3.134 -5.824 -2.313
C -2.352 -6.898 -1.513
C -1.558 -6.459 -0.273
C -0.019 -6.503 -0.457
C 0.572 -5.093 -0.481
C 2.088 -5.079 -0.676
C 2.873 -5.157 0.623
C 2.989 -3.814 1.382
C 4.443 -3.384 1.618
C 5.006 -2.545 0.435
P 5.944 -1.025 0.937
C 4.625 0.304 0.942
C 4.692 1.310 2.082
O 5.802 2.178 1.960
C 4.614 0.708 3.476
F 4.111 1.635 4.301
F 3.804 -0.315 3.542
F 5.784 0.404 3.974
H -5.286 -4.214 -1.375
H -4.348 -3.317 -0.231
H -4.487 -5.102 -0.093
H -2.288 -4.083 -1.256
H -3.406 -3.733 -2.554
H -4.159 -6.171 -2.430
H -2.754 -5.750 -3.328
H -3.032 -7.696 -1.237
H -1.654 -7.372 -2.195
H -1.768 -7.174 0.518
H -1.810 -5.485 0.133
H 0.265 -7.099 -1.320
H 0.407 -7.007 0.412
H 0.119 -4.568 -1.320
H 0.286 -4.614 0.451
H 2.363 -4.195 -1.247
H 2.374 -5.934 -1.290
H 3.889 -5.453 0.360
H 2.507 -5.909 1.312
H 2.567 -3.974 2.374
H 2.405 -3.012 0.931
H 5.010 -4.306 1.703
H 4.548 -2.854 2.556
H 5.689 -3.142 -0.158
H 4.165 -2.255 -0.184
H 6.402 -1.222 2.261
H 3.646 -0.159 0.866
H 4.774 0.868 0.029
H 3.820 1.948 1.984
H 6.572 1.605 1.812
C 4.583 7.853 -0.932
O 5.146 6.556 -0.906
C 5.562 6.106 0.372
C 4.443 5.499 1.233
C 3.527 6.541 1.866
N 3.629 4.546 0.471
H 5.062 8.519 -0.208
H 3.506 7.815 -0.752
H 4.736 8.261 -1.932
H 6.297 5.321 0.178
H 6.088 6.905 0.910
H 4.924 4.953 2.049
H 2.838 6.980 1.144
H 2.921 6.082 2.647
H 4.105 7.347 2.322
H 4.237 3.804 0.131
H 3.319 5.021 -0.373
C -6.113 -0.414 -0.581
O -6.487 -1.758 -0.822
C -7.481 -2.267 0.047
C -8.923 -1.924 -0.359
C -9.326 -0.490 -0.029
N -9.165 -2.168 -1.785
H -6.138 -0.171 0.486
H -6.752 0.278 -1.135
H -5.092 -0.285 -0.943
H -7.371 -3.355 0.007
H -7.277 -1.967 1.084
H -9.582 -2.586 0.212
H -8.883 0.232 -0.714
H -10.406 -0.373 -0.103
H -9.033 -0.221 0.988
H -8.989 -3.149 -1.987
H -8.441 -1.678 -2.305
C -10.067 3.090 1.376
O -10.620 2.285 0.352
C -11.964 2.578 0.018
C -12.138 3.738 -0.975
C -11.965 5.115 -0.342
N -11.227 3.623 -2.118
H -10.811 3.353 2.133
H -9.618 3.997 0.964
H -9.273 2.515 1.855
H -12.348 1.671 -0.458
H -12.561 2.735 0.925
H -13.163 3.682 -1.355
H -10.920 5.347 -0.139
H -12.339 5.887 -1.015
H -12.521 5.191 0.595
H -11.409 2.747 -2.600
H -10.287 3.509 -1.748
C 6.774 11.832 -5.279
O 6.244 12.285 -4.046
C 5.855 11.264 -3.147
C 6.999 10.688 -2.297
C 7.893 9.715 -3.057
N 7.832 11.743 -1.712
H 6.284 10.914 -5.617
H 7.853 11.673 -5.209
H 6.599 12.611 -6.020
H 5.137 11.735 -2.469
H 5.313 10.469 -3.677
H 6.539 10.129 -1.477
H 8.564 10.225 -3.748
H 8.517 9.155 -2.360
H 7.300 8.994 -3.624
H 7.250 12.337 -1.126
H 8.122 12.358 -2.469
C 3.587 -8.574 0.764
O 3.102 -8.117 2.015
C 2.696 -9.140 2.906
C 3.839 -9.773 3.717
C 4.681 -10.761 2.918
N 4.723 -8.760 4.301
H 3.062 -9.472 0.425
H 4.661 -8.766 0.818
H 3.427 -7.783 0.033
H 2.013 -8.657 3.610
H 2.114 -9.904 2.375
H 3.377 -10.329 4.538
H 5.353 -10.261 2.221
H 5.302 -11.355 3.590
H 4.050 -11.450 2.352
H 4.179 -8.157 4.913
H 5.019 -8.142 3.549
*
```

Computed properties:
Largest force on an atom   2.02 eV/Å
Frontier orbital gap   9.1 eV
SMILES   CCCCCCCCCCCCPC[C@H](O)C(F)(F)F.COC[C@@H](C)N.COC[C@@H](C)N.COC[C@@H](C)N.COC[C@@H](C)N.COC[C@@H](C)N

Atomic partial charges in e from the Mulliken method, atoms 1 to 6: C -1.296; C -0.412; C -0.744; C -0.812; C -0.809; C -0.206

No. 4
Molecular formula: C22H37IrN4OS2SbSe4
Method: DFT, the ωB97M-V functional and the def2-TZVPD basis

Geometry as ORCA input:
```
! RIJCOSX wB97M-V def2-TZVPD def2/J DEFGRID3
* xyz 0 6
Ir 0.513 -0.109 -1.122
Se 1.590 -1.183 4.091
Sb 2.687 0.358 2.474
Se 0.325 0.750 1.624
Se 2.753 -0.389 -1.394
Se 2.934 2.429 3.890
N -0.101 -0.274 -3.553
C -1.161 0.686 -3.883
C -2.532 0.243 -3.382
C -2.545 -0.375 -1.986
N -1.661 0.343 -1.042
H 0.779 0.021 -3.961
H -0.295 -1.211 -3.894
H -1.224 0.873 -4.961
H -0.872 1.626 -3.410
H -2.965 -0.491 -4.067
H -3.191 1.114 -3.412
H -2.205 -1.408 -2.013
H -3.572 -0.385 -1.611
H -1.894 0.091 -0.085
H -1.781 1.352 -1.115
C 0.043 8.632 0.908
C 0.435 9.623 -0.155
O 0.316 10.810 -0.027
S 1.208 9.042 -1.674
C 1.056 7.279 -1.591
C 2.122 6.504 -1.147
C 2.020 5.124 -1.115
C 0.850 4.486 -1.532
C -0.216 5.273 -1.978
C -0.112 6.651 -2.015
C 0.757 3.055 -1.494
C 0.709 1.847 -1.392
H -0.659 9.114 1.582
H 0.943 8.361 1.463
H -0.381 7.718 0.497
H 3.031 6.989 -0.815
H 2.846 4.524 -0.757
H -1.129 4.788 -2.299
H -0.941 7.252 -2.368
C -3.307 -5.005 1.710
C -2.621 -4.366 2.912
C -2.633 -2.839 2.878
C -1.891 -2.245 1.689
N -0.478 -2.563 1.796
C 0.385 -2.725 0.800
S -0.093 -2.522 -0.862
N 1.632 -3.031 1.130
C 2.696 -3.433 0.222
C 2.702 -4.929 -0.061
C 3.057 -5.820 1.127
C 1.950 -5.975 2.166
H -3.387 -6.085 1.832
H -2.758 -4.826 0.784
H -4.318 -4.611 1.581
H -1.589 -4.721 2.972
H -3.112 -4.695 3.830
H -2.197 -2.444 3.801
H -3.663 -2.475 2.845
H -2.030 -1.159 1.667
H -2.254 -2.658 0.748
H -0.069 -2.472 2.726
H 1.880 -2.915 2.113
H 3.633 -3.124 0.691
H 2.586 -2.880 -0.712
H 3.422 -5.095 -0.866
H 1.720 -5.208 -0.456
H 3.963 -5.437 1.607
H 3.313 -6.810 0.742
H 1.792 -5.067 2.749
H 2.188 -6.770 2.872
H 1.001 -6.227 1.688
*
```

Computed properties:
Largest force on an atom   0.37 eV/Å
Frontier orbital gap (alpha / beta)   6.9 / 5.7 eV
<S²>   8.79
Energy above the lowest of the compared OMol25 structures with the same formula, charge and spin   0.0 kJ/mol

Atomic partial charges in e from the Mulliken method, atoms 1 to 6: Ir 1.914; Se -0.497; Sb 0.303; Se -0.251; Se -0.285; Se -0.310